Entry 1:
The following is a DFT calculation (ωB97M-V with the def2-TZVPD basis set) of a cluster of 11 separate species, C33H77N11O11 in total.

Computed properties:
* HOMO level: -8.657 eV
* energy above the lowest of the compared OMol25 structures with the same formula, charge and spin: 621.03 kJ/mol
* energy: -74383.1112 eV
* SMILES: CN(C)C=O.CN(C)C=O.CN(C)C=O.CN(C)C=O.CN(C)C=O.CN(C)C=O.CN(C)C=O.CN(C)C=O.CN(C)C=O.CN(C)C=O.CN(C)C=O
* E_LUMO: 0.0068 Ha

Structure (ORCA input):
```
! RIJCOSX wB97M-V def2-TZVPD def2/J DEFGRID3
* xyz 0 1
C 2.134 -5.117 -5.612
O 1.017 -5.577 -5.500
N 2.479 -3.884 -5.189
C 3.832 -3.352 -5.366
C 1.464 -3.001 -4.658
H 2.972 -5.684 -6.046
H 4.062 -2.709 -4.516
H 3.747 -2.628 -6.194
H 4.616 -4.076 -5.540
H 1.454 -2.052 -5.205
H 0.480 -3.432 -4.737
H 1.718 -2.775 -3.615
C -0.680 4.488 -2.082
O -0.074 5.190 -1.282
N -1.938 4.732 -2.536
C -2.571 3.886 -3.536
C -2.724 5.823 -2.032
H -0.248 3.600 -2.566
H -2.897 4.412 -4.426
H -3.409 3.371 -3.043
H -1.934 3.029 -3.756
H -3.679 5.449 -1.667
H -2.226 6.256 -1.165
H -2.845 6.625 -2.762
C -6.148 3.130 0.553
O -6.418 2.190 -0.191
N -5.323 3.060 1.624
C -5.075 4.210 2.463
C -4.763 1.795 2.022
H -6.527 4.156 0.377
H -4.954 3.893 3.496
H -5.853 4.964 2.363
H -4.117 4.677 2.202
H -5.577 1.079 2.159
H -4.044 1.413 1.301
H -4.324 1.919 3.006
C -1.287 3.959 2.902
O -1.833 2.868 2.987
N -1.419 4.958 3.789
C -0.589 6.149 3.679
C -2.412 5.001 4.831
H -0.559 4.183 2.115
H -1.189 6.969 3.268
H 0.217 5.978 2.969
H -0.197 6.417 4.658
H -3.065 4.148 4.661
H -1.970 4.997 5.822
H -2.985 5.915 4.657
C 3.622 -2.605 3.737
O 3.280 -3.489 2.985
N 2.861 -1.545 4.087
C 3.458 -0.387 4.689
C 1.537 -1.344 3.543
H 4.596 -2.644 4.250
H 2.824 0.074 5.455
H 3.702 0.451 4.018
H 4.385 -0.665 5.199
H 0.835 -1.070 4.330
H 1.535 -0.489 2.852
H 1.269 -2.224 2.964
C 6.127 -0.325 -2.775
O 6.393 0.808 -3.092
N 4.875 -0.872 -2.788
C 4.592 -2.103 -2.081
C 3.753 0.009 -3.095
H 6.884 -1.060 -2.437
H 4.048 -1.947 -1.149
H 5.493 -2.716 -2.006
H 3.999 -2.773 -2.712
H 3.597 0.744 -2.305
H 3.943 0.505 -4.043
H 2.858 -0.604 -3.206
C -2.920 -0.541 3.462
O -3.823 -0.623 4.268
N -2.668 -1.452 2.485
C -3.498 -2.569 2.293
C -1.640 -1.209 1.501
H -2.238 0.321 3.346
H -4.121 -2.679 3.181
H -2.979 -3.520 2.176
H -4.157 -2.410 1.434
H -0.866 -0.561 1.896
H -1.153 -2.091 1.076
H -2.126 -0.793 0.608
C -2.363 -2.351 -4.098
O -1.389 -1.839 -4.566
N -2.687 -3.654 -4.165
C -3.473 -4.285 -3.113
C -2.110 -4.554 -5.148
H -3.127 -1.806 -3.513
H -2.861 -4.480 -2.227
H -3.909 -5.226 -3.431
H -4.267 -3.586 -2.834
H -1.418 -4.088 -5.848
H -1.430 -5.277 -4.672
H -2.904 -5.076 -5.679
C -0.951 1.257 -1.004
O -1.957 1.223 -1.686
N -0.117 0.211 -0.794
C 1.108 0.379 -0.058
C -0.341 -1.019 -1.482
H -0.602 2.165 -0.488
H 1.010 1.156 0.706
H 1.951 0.721 -0.672
H 1.391 -0.517 0.500
H -1.356 -1.041 -1.863
H 0.296 -1.147 -2.371
H -0.127 -1.904 -0.880
C 2.991 3.705 2.785
O 1.990 3.376 2.224
N 3.139 3.786 4.128
C 4.434 3.735 4.742
C 2.025 3.441 4.967
H 3.953 3.853 2.263
H 4.510 2.915 5.464
H 4.621 4.650 5.310
H 5.223 3.554 4.014
H 2.207 2.463 5.426
H 1.831 4.151 5.776
H 1.071 3.366 4.452
C -0.348 -4.574 -1.156
O -1.245 -4.375 -0.363
N 0.787 -5.279 -0.913
C 1.729 -5.495 -2.015
C 1.048 -5.850 0.395
H -0.332 -4.130 -2.170
H 1.421 -6.391 -2.557
H 2.749 -5.618 -1.641
H 1.825 -4.637 -2.675
H 1.782 -5.268 0.955
H 0.100 -6.003 0.896
H 1.513 -6.834 0.255
*
```

---

Entry 2:
The following is a DFT calculation (ωB97M-V with the def2-TZVPD basis set) of an isolated molecule of C4H3ClO.

Computed properties:
* HOMO level: -8.181 eV
* energy above the lowest of the compared OMol25 structures with the same formula, charge and spin: 430.99 kJ/mol
* energy: -18761.1810 eV
* SMILES: C=C(Cl)C1=CO1
* E_LUMO: 0.0207 Ha

Structure (ORCA input):
```
! RIJCOSX wB97M-V def2-TZVPD def2/J DEFGRID3
* xyz 0 1
C -1.316 -1.663 0.129
C -0.514 -0.678 0.050
C 0.799 1.545 -0.125
C 0.890 0.239 0.005
O -1.895 -0.293 -0.014
Cl 2.291 -0.720 0.096
H -1.768 -2.611 0.215
H 1.678 2.162 -0.177
H -0.165 2.019 -0.178
*
```

---

Entry 3:
The following is a DFT calculation (ωB97M-V with the def2-TZVPD basis set) of a structure of composition C36H35AuIN4O2S3Si2.

Computed properties:
* HOMO level: -5.058 eV
* energy above the lowest of the compared OMol25 structures with the same formula, charge and spin: 274.87 kJ/mol
* energy: -108013.1479 eV
* E_LUMO: 0.0199 Ha

Structure (ORCA input):
```
! RIJCOSX wB97M-V def2-TZVPD def2/J DEFGRID3
* xyz -1 1
Au 0.510 -0.571 -1.199
C 3.834 -1.684 -1.087
C 3.709 -0.248 -1.481
C 4.785 0.620 -1.464
C 4.561 1.943 -1.842
C 3.326 2.347 -2.270
C 2.245 1.426 -2.255
N 2.512 0.160 -1.868
N 0.986 1.713 -2.495
Si 0.312 2.838 -3.592
C 1.189 2.663 -5.292
C -1.541 2.471 -3.843
C 0.435 4.693 -3.093
H 4.414 -1.781 -0.173
H 4.323 -2.258 -1.875
H 2.842 -2.096 -0.922
H 5.761 0.279 -1.161
H 5.371 2.656 -1.781
H 3.119 3.373 -2.522
H 1.102 1.639 -5.643
H 2.252 2.872 -5.205
H 0.774 3.318 -6.054
H -1.721 1.426 -4.077
H -1.935 3.064 -4.666
H -2.129 2.709 -2.962
H 1.440 5.090 -3.194
H 0.134 4.829 -2.061
H -0.220 5.299 -3.714
C -3.227 -3.821 1.619
C -2.795 -2.624 2.167
C -2.472 -1.565 1.340
C -2.542 -1.692 -0.046
C -2.986 -2.900 -0.576
C -3.342 -3.950 0.246
Si -1.858 -0.344 -1.183
C -2.459 1.344 -0.545
C -1.596 2.291 -0.005
C -2.067 3.525 0.409
C -3.414 3.826 0.297
C -4.284 2.896 -0.246
C -3.806 1.666 -0.659
H -3.469 -4.657 2.262
H -2.693 -2.526 3.240
H -2.149 -0.626 1.773
H -3.042 -3.018 -1.650
H -3.692 -4.881 -0.185
H -2.535 -0.577 -2.479
H -0.541 2.065 0.088
H -1.380 4.257 0.810
H -3.787 4.783 0.630
H -5.335 3.132 -0.353
H -4.491 0.939 -1.074
S -0.694 -1.139 5.805
C 0.088 -0.432 4.544
S 0.391 -1.235 3.004
C 1.101 0.289 2.401
N 1.085 1.218 3.291
N 0.557 0.841 4.475
C 0.538 1.843 5.462
C 0.545 1.583 6.830
C 0.560 2.641 7.723
C 0.577 3.953 7.281
C 0.610 4.205 5.919
C 0.587 3.164 5.016
S 1.820 0.485 0.892
H 0.550 0.571 7.199
H 0.591 2.432 8.782
H 0.588 4.770 7.987
H 0.677 5.219 5.556
H 0.629 3.351 3.955
I 0.815 -9.634 -1.988
C 0.584 -7.531 -1.864
C 0.784 -6.768 -2.998
C 0.679 -5.392 -2.903
C 0.387 -4.798 -1.681
C 0.161 -5.588 -0.560
C 0.259 -6.963 -0.648
C 0.403 -3.303 -1.529
O 0.501 -2.845 -0.371
O 0.349 -2.587 -2.551
H 1.023 -7.238 -3.940
H 0.825 -4.770 -3.774
H -0.090 -5.104 0.373
H 0.091 -7.577 0.225
*
```